Entry 1:
Density functional theory data (the ωB97M-V functional and the def2-TZVPD basis) for C18H37HfO2P3 as an isolated structure at a distorted geometry.

Its electronic energy is -1928.89191 Ha. The LUMO energy (alpha / beta) is -16.70 / -16.71 eV. The HOMO energy (alpha / beta) comes out at -19.6 / -19.6 eV. Its net charge is +4. The value obtained for the gap between HOMO and LUMO (alpha / beta) is 2.89 / 2.88 eV. For the largest force on an atom, the calculation gives 7.80 eV/Å.

Each line ends with the Löwdin charge.
Atoms and positions in Å:
Hf -0.110 -0.006 -1.052  1.114
P 1.547 0.717 0.792  0.725
P -1.489 2.086 -1.619  0.713
P 1.992 -0.630 -2.443  0.710
H -2.173 -1.761 -0.671  0.116
C -1.141 -2.035 -0.941  -0.182
C -0.137 -2.159 0.084  -0.101
H -0.462 -2.086 1.137  0.112
C 1.165 1.084 2.549  -0.214
C 2.329 2.339 0.439  -0.206
C 3.049 -0.253 1.207  -0.201
C -3.051 1.650 -2.454  -0.190
C -2.041 3.339 -0.417  -0.204
C -0.647 3.156 -2.827  -0.212
C 2.996 -2.071 -1.925  -0.195
C 3.294 0.629 -2.652  -0.225
C 1.599 -1.034 -4.177  -0.224
H -1.104 -2.669 -1.834  0.098
H 0.672 -2.896 -0.057  0.098
H 0.954 0.160 3.101  0.084
H 0.312 1.761 2.651  0.056
H 2.059 1.558 2.986  0.089
H 1.568 3.126 0.404  0.058
H 2.865 2.327 -0.513  0.036
H 3.030 2.554 1.256  0.089
H 2.757 -1.214 1.648  0.076
H 3.631 0.318 1.952  0.094
H 3.692 -0.450 0.340  0.031
H -3.150 2.276 -3.348  0.091
H -3.878 1.868 -1.767  0.089
H -3.148 0.591 -2.750  0.025
H -2.464 4.187 -0.973  0.098
H -1.202 3.694 0.195  0.071
H -2.799 2.922 0.254  0.066
H -1.361 3.926 -3.152  0.092
H -0.307 2.572 -3.691  0.059
H 0.225 3.637 -2.365  0.069
H 3.485 -2.463 -2.829  0.088
H 2.367 -2.848 -1.469  0.048
H 3.756 -1.753 -1.198  0.054
H 3.930 0.298 -3.486  0.091
H 3.893 0.724 -1.735  0.053
H 2.835 1.596 -2.892  0.057
H 2.496 -1.411 -4.686  0.093
H 1.227 -0.138 -4.700  0.076
H 0.804 -1.793 -4.194  0.006
C -1.925 -1.651 -4.755  -0.245
C -3.050 -1.070 -5.373  0.036
C -3.543 -1.673 -6.535  0.020
C -2.931 -2.814 -7.065  0.045
C -1.755 -3.296 -6.507  0.017
C -1.263 -2.738 -5.325  0.021
O -1.414 -1.222 -3.543  -0.064
H -1.871 -0.402 -3.171  0.062
H -3.538 -0.201 -4.919  0.122
H -4.444 -1.253 -7.003  0.150
H -3.367 -3.350 -7.914  0.156
H -1.223 -4.135 -6.960  0.148
H -0.392 -3.144 -4.816  0.120
O -1.887 0.907 1.713  0.221
C -1.263 0.615 0.764  -0.182


Entry 2:
Density functional theory data (the ωB97M-V functional and the def2-TZVPD basis) for C18H37IrO2P3 as an isolated structure at a distorted geometry.

Its spin multiplicity is 6. Its electronic energy is -1985.11157 Ha. The value obtained for the energy above the lowest of the compared OMol25 structures with the same formula, charge and spin is 29.5 kcal per mole. The LUMO energy (alpha / beta) is -12.26 / -16.80 eV. The HOMO energy (alpha / beta) comes out at -18.0 / -22.0 eV. Its expectation value of S² is 8.773. Its net charge is +4. The value obtained for the gap between HOMO and LUMO (alpha / beta) is 5.70 / 5.22 eV. For the largest force on an atom, the calculation gives 6.55 eV/Å.

Each line ends with the Löwdin charge.
Atoms and positions in Å:
Ir -0.045 0.136 1.026  0.830
P 1.389 -0.717 2.521  0.647
P 1.149 2.220 1.056  0.788
P -1.114 -2.080 0.868  0.801
H -0.586 2.551 -6.076  0.136
C -1.481 1.968 -5.853  0.219
C -2.350 2.322 -4.923  0.162
H -2.187 3.149 -4.225  0.133
C 2.725 -1.646 1.668  -0.211
C 2.352 0.354 3.666  -0.202
C 0.761 -1.907 3.767  -0.204
C 0.586 3.365 -0.254  -0.205
C 0.887 3.226 2.567  -0.184
C 2.919 2.035 0.678  -0.204
C -2.366 -2.040 -0.455  -0.193
C -2.070 -2.733 2.290  -0.185
C -0.043 -3.470 0.360  -0.207
H -1.658 1.106 -6.506  0.135
H -3.335 1.846 -4.894  0.131
H 3.457 -2.034 2.390  0.090
H 3.247 -0.990 0.963  0.049
H 2.305 -2.476 1.092  0.028
H 3.043 -0.266 4.258  0.093
H 1.672 0.858 4.361  0.073
H 2.938 1.129 3.165  0.025
H 0.530 -2.885 3.332  0.039
H -0.143 -1.509 4.245  0.068
H 1.518 -2.064 4.546  0.089
H 0.920 4.387 -0.018  0.094
H -0.512 3.334 -0.312  0.061
H 1.019 3.043 -1.213  0.061
H 1.851 3.446 3.047  0.084
H 0.231 2.702 3.277  0.046
H 0.403 4.172 2.283  0.079
H 3.361 3.024 0.511  0.095
H 3.001 1.438 -0.235  0.055
H 3.491 1.528 1.454  0.040
H -3.087 -2.855 -0.301  0.093
H -1.877 -2.148 -1.433  0.054
H -2.898 -1.081 -0.422  0.062
H -2.903 -3.342 1.914  0.087
H -2.479 -1.910 2.890  0.060
H -1.446 -3.347 2.947  0.059
H -0.633 -4.185 -0.231  0.088
H 0.375 -3.986 1.231  0.068
H 0.786 -3.103 -0.250  0.043
C -0.855 0.616 -1.888  -0.352
C 0.328 0.067 -2.455  0.044
C 0.227 -0.810 -3.524  0.006
C -1.039 -0.998 -4.095  0.023
C -2.161 -0.298 -3.632  -0.056
C -2.042 0.662 -2.648  -0.027
O -0.982 0.992 -0.641  -0.214
H 0.981 -0.522 -0.165  -0.005
H 1.268 0.295 -1.958  0.111
H 1.117 -1.330 -3.886  0.153
H -1.182 -1.660 -4.948  0.154
H -3.124 -0.452 -4.119  0.149
H -2.811 1.374 -2.326  0.160
O -2.109 0.901 3.155  0.197
C -1.319 0.598 2.357  -0.316


Entry 3:
Density functional theory data (the ωB97M-V functional and the def2-TZVPD basis) for C18H37IrOP3S as an isolated structure at a distorted geometry.

Its spin multiplicity is 6. Its electronic energy is -2308.09126 Ha. The value obtained for the energy above the lowest of the compared OMol25 structures with the same formula, charge and spin is 59.7 kcal per mole. The LUMO energy (alpha / beta) is -13.13 / -17.08 eV. The HOMO energy (alpha / beta) comes out at -18.9 / -22.4 eV. Its expectation value of S² is 8.768. Its net charge is +4. The value obtained for the gap between HOMO and LUMO (alpha / beta) is 5.72 / 5.28 eV. For the largest force on an atom, the calculation gives 6.73 eV/Å.

Each line ends with the Löwdin charge.
Atoms and positions in Å:
Ir 0.300 -0.076 -1.022  0.792
P -0.549 1.796 0.403  0.748
P -1.927 -0.853 -0.929  0.719
P 2.433 0.868 -0.671  0.705
H 1.751 -0.111 -4.914  0.160
C 1.664 -0.919 -4.175  -0.179
C 2.254 -2.163 -4.785  -0.198
H 2.120 -2.166 -5.887  0.131
C -0.878 3.280 -0.618  -0.215
C -2.114 1.682 1.365  -0.229
C 0.518 2.435 1.786  -0.214
C -1.932 -2.491 -1.724  -0.198
C -2.822 -1.278 0.621  -0.184
C -3.047 0.225 -1.888  -0.200
C 3.637 0.023 -1.758  -0.224
C 3.264 0.656 0.952  -0.182
C 2.593 2.593 -1.246  -0.215
H 2.198 -0.594 -3.291  0.030
H 3.319 -2.315 -4.585  0.127
H -1.285 4.099 -0.012  0.091
H -1.614 3.020 -1.384  0.046
H 0.037 3.621 -1.108  0.034
H -2.274 2.569 1.991  0.090
H -2.081 0.818 2.032  0.055
H -2.981 1.569 0.712  0.035
H -0.048 3.133 2.425  0.087
H 1.415 2.949 1.422  0.038
H 0.830 1.595 2.422  0.061
H -2.621 -3.160 -1.194  0.083
H -0.924 -2.925 -1.688  0.055
H -2.238 -2.395 -2.771  0.040
H -3.520 -0.488 0.922  0.063
H -2.108 -1.468 1.433  0.066
H -3.387 -2.205 0.453  0.077
H -3.973 -0.331 -2.094  0.091
H -2.575 0.492 -2.843  0.028
H -3.295 1.138 -1.332  0.052
H 4.651 0.098 -1.348  0.093
H 3.626 0.548 -2.721  0.065
H 3.331 -1.029 -1.848  0.052
H 4.335 0.853 0.804  0.087
H 3.141 -0.380 1.302  0.068
H 2.878 1.328 1.725  0.046
H 3.625 2.725 -1.597  0.084
H 2.381 3.323 -0.458  0.058
H 1.913 2.750 -2.092  0.052
C -0.148 -2.583 -4.289  -0.389
C 0.199 -1.197 -3.834  -0.377
C -0.613 -0.164 -4.470  0.033
C -1.726 -0.475 -5.194  0.066
C -2.109 -1.812 -5.409  0.043
C -1.304 -2.880 -4.976  0.016
S 1.212 -3.711 -4.339  1.300
H 0.797 -4.396 -5.434  0.070
H 0.130 -1.076 -2.656  -0.009
H -0.258 0.858 -4.310  0.155
H -2.318 0.352 -5.583  0.168
H -3.026 -2.006 -5.961  0.155
H -1.539 -3.938 -5.175  0.170
O 0.788 -1.838 1.389  0.159
C 0.631 -1.177 0.436  -0.429